C11H23N2O5P2Yb as an isolated structure in a non-equilibrium geometry. Source: the Open Molecules 2025 dataset; level of theory: ωB97M-V with the def2-TZVPD basis set.

Geometry as XYZ:
```
44
Properties=species:S:1:pos:R:3:forces:R:3
Yb 0.241872 1.305595 0.420826 0.547 -1.974 2.642
P 2.427158 -0.859438 1.238053 0.642 -0.248 -0.716
P -2.472381 1.031465 0.136013 -0.844 -0.410 -1.310
O 0.502302 -0.975281 3.930321 -0.764 2.126 -0.913
O 1.283308 2.752229 -1.055831 -0.032 -0.327 0.100
O -0.508215 4.275241 0.073810 -0.280 0.276 0.412
O 0.011173 0.621202 2.465807 -0.304 0.717 -1.043
O -0.339782 0.934218 4.616354 0.686 -1.213 -1.839
N 0.014072 -0.732304 -0.852362 -0.222 -0.058 0.535
N 0.059780 0.168237 3.741634 0.051 -0.324 1.864
C 1.073249 -2.306109 -2.331273 -0.147 -0.095 0.310
C -1.291655 -2.046423 -2.375927 -0.077 0.027 0.170
C 2.437066 -1.167628 -0.587190 0.120 0.060 -0.405
C 1.103194 -1.434214 -1.248242 0.735 0.320 -0.440
C -1.182866 -1.112922 -1.350476 -0.338 0.091 -0.468
C -2.752840 2.147952 -1.280791 -0.003 0.562 -0.043
C 4.231132 -0.602439 1.493519 -0.150 0.458 0.137
C -2.476308 -0.555988 -0.799676 0.033 -0.302 0.009
C -0.150546 -2.639253 -2.898662 0.070 0.263 -0.072
C 2.324520 -2.608821 1.808761 -0.754 0.130 0.407
C -4.144531 0.915905 0.858783 0.238 0.176 0.883
H -4.920925 0.930881 0.081278 0.406 -0.049 0.100
H 2.021826 -2.688060 -2.707430 -0.360 -0.158 0.172
H 2.877898 -0.282056 -1.085556 0.195 -0.390 0.161
H -0.515183 4.578160 1.001009 0.099 0.065 -0.353
H 4.805089 -1.522043 1.314374 -0.224 0.297 -0.040
H 3.279634 -3.140832 1.675475 -0.320 0.366 -0.073
H -2.635946 3.184446 -0.936762 -0.168 -0.234 -0.301
H -2.901223 -1.299392 -0.099026 0.139 0.135 -0.405
H 2.079421 2.704307 -1.613844 -0.340 0.252 0.141
H -2.288100 -2.269849 -2.751546 0.286 -0.110 0.023
H 0.867079 3.644507 -1.069494 0.458 -0.307 0.045
H 3.076518 -2.046051 -0.742867 0.040 0.371 -0.354
H 2.041204 -2.599972 2.869187 0.126 -0.168 -0.290
H -4.207301 -0.014221 1.441552 -0.056 0.334 -0.100
H 1.532888 -3.127666 1.251886 0.135 0.068 0.207
H 4.589407 0.202512 0.838649 0.044 -0.157 0.244
H -2.028198 1.948855 -2.085274 -0.158 0.107 0.158
H -0.994615 4.978430 -0.400706 0.160 -0.424 0.180
H 4.365217 -0.296088 2.540371 0.130 -0.068 -0.297
H -4.291828 1.762269 1.539689 -0.139 -0.215 -0.105
H -0.210336 -3.329658 -3.735735 -0.005 0.106 0.138
H -3.161913 -0.433938 -1.655434 -0.012 -0.141 0.507
H -3.770295 2.004245 -1.673262 0.358 0.067 0.026
```
Positions in Å, forces in eV/Å.

## Properties
Highest occupied orbital energy (alpha / beta) (eV): -15.02 / -15.02
Net charge: +2
Multiplicity: 2
LUMO level (alpha / beta) (eV): -6.8 / -8.3
⟨S²⟩: 0.7509
HOMO-LUMO gap (alpha / beta) (eV): 8.24 / 6.67
Relative energy (zero: lowest compared OMol25 entry of this formula, charge and spin) (kcal per mole): 0.0